w.
The following is a DFT calculation (ωB97M-V with the def2-TZVPD basis set) of a single C5H5FOS molecule.

Properties
* total charge: 0
* SMILES: C#C[C@@]1(F)[C@H](O)[C@@H]1S
* LUMO energy: 0.47 eV
* frontier orbital gap: 0.3586 hartree

Each line ends with the Mulliken charge.
Positions of all 13 atoms, in Å:
C 1.002 -0.073 -0.635  -0.57
C -0.280 0.843 -0.478  -0.31
C -0.259 -0.600 -0.107  1.15
C -0.929 -1.587 -0.875  -0.86
C -1.173 -2.557 -1.579  -0.09
H 2.049 -0.433 0.835  0.34
H 1.113 -0.356 -1.642  0.38
H -0.843 1.043 -1.444  0.33
H 0.948 2.248 0.657  0.14
H -1.669 -3.302 -2.006  0.52
O 2.177 -0.008 0.029  -0.48
F -0.324 -0.805 1.318  -0.32
S -0.392 1.997 0.847  -0.23

=====

x.
The following is a DFT calculation (ωB97M-V with the def2-TZVPD basis set) of a single C5H5FOS molecule.

Properties
* total charge: 0
* SMILES: F/C=C\O/C=C\C=S
* LUMO energy: -0.75 eV
* frontier orbital gap: 0.2824 hartree

Each line ends with the Mulliken charge.
Positions of all 13 atoms, in Å:
C -2.652 -0.781 0.043  -0.11
C -1.728 0.243 0.060  -0.15
C 0.515 1.070 -0.078  0.01
C 1.847 0.680 -0.011  -0.27
C 2.318 -0.668 0.109  -0.40
H -3.694 -0.612 0.220  0.33
H -2.167 1.238 0.150  0.23
H 0.137 2.064 -0.271  0.33
H 2.526 1.476 -0.057  0.36
H 1.692 -1.532 0.247  0.31
O -0.352 0.051 -0.224  -0.21
F -2.327 -2.055 -0.125  -0.21
S 3.885 -1.174 -0.062  -0.22

=====

y.
The following is a DFT calculation (ωB97M-V with the def2-TZVPD basis set) of C5H5FOS as an isolated structure.

Properties
* total charge: 0
* LUMO energy: 0.64 eV
* frontier orbital gap: 0.3629 hartree

Each line ends with the Mulliken charge.
Positions of all 13 atoms, in Å:
C 0.511 -0.739 0.746  -0.37
C -0.979 -0.197 0.537  0.04
C 0.293 -0.868 -0.750  0.10
C 0.098 0.623 -1.233  0.19
C -0.789 0.996 -0.323  -0.71
H 1.244 1.349 1.330  0.17
H 0.349 -1.619 1.399  0.33
H -1.825 -0.184 1.212  0.46
H 0.973 -1.628 -1.299  0.39
H -1.258 2.009 -0.157  0.33
O -1.112 -1.102 -0.533  -0.41
F 0.488 1.273 -2.373  -0.27
S 2.008 0.086 1.444  -0.24

=====

Of them, y has the lowest stability.